Entry from the OMol25 dataset: a 2-piece molecular cluster, C35H33F6N4O overall in a non-equilibrium geometry (wB97M-V/def2-TZVPD).

Structure (ORCA input):
```
! RIJCOSX wB97M-V def2-TZVPD def2/J DEFGRID3
* xyz 1 1
C -3.469 4.104 0.532
C -2.081 4.146 1.021
N -1.415 3.121 1.467
C -0.130 3.609 2.018
C -0.033 5.084 1.660
N -1.356 5.343 1.086
C -1.693 6.543 0.457
C -0.655 7.620 0.544
O -2.767 6.711 -0.115
H -3.726 5.084 0.126
H -3.566 3.324 -0.234
H -4.144 3.826 1.353
H -0.115 3.502 3.118
H 0.722 3.048 1.613
H 0.136 5.712 2.539
H 0.751 5.259 0.916
H 0.262 7.318 1.050
H -0.409 7.950 -0.470
H -1.081 8.479 1.071
F 0.343 -6.143 5.332
C 0.618 -4.818 5.271
F -0.555 -4.156 4.989
F 1.005 -4.410 6.529
C 1.672 -4.438 4.272
N 1.709 -2.968 4.169
C 2.756 -2.302 4.852
C 4.011 -2.171 4.232
C 5.079 -1.648 4.953
C 4.911 -1.281 6.293
C 3.662 -1.409 6.909
C 2.574 -1.890 6.181
C 0.961 -2.297 3.233
C 0.574 -0.962 3.490
C -0.217 -0.285 2.594
C -0.531 -0.842 1.320
C -1.212 -0.030 0.393
C -1.298 -0.282 -0.994
C -2.401 0.213 -1.748
C -2.499 -0.010 -3.100
C -1.461 -0.669 -3.792
N -1.555 -0.915 -5.141
C -2.858 -1.160 -5.775
C -3.216 -2.614 -5.654
F -4.521 -2.887 -5.904
F -2.452 -3.361 -6.526
F -2.928 -3.075 -4.388
C -0.409 -0.883 -5.971
C 0.303 -2.069 -6.204
C 1.489 -2.033 -6.931
C 1.961 -0.813 -7.430
C 1.211 0.357 -7.261
C 0.004 0.323 -6.571
C -0.311 -1.087 -3.082
C -0.263 -0.959 -1.709
C -0.140 -2.197 1.082
C 0.578 -2.911 2.022
H 2.638 -4.771 4.659
H 1.406 -4.901 3.319
H 4.103 -2.490 3.189
H 6.049 -1.549 4.464
H 5.756 -0.886 6.864
H 3.522 -1.145 7.957
H 1.576 -1.966 6.614
H 0.894 -0.489 4.421
H -0.595 0.713 2.818
H -1.684 0.878 0.775
H -3.180 0.769 -1.225
H -3.350 0.370 -3.668
H -3.648 -0.593 -5.278
H -2.758 -0.931 -6.839
H -0.090 -2.994 -5.777
H 2.038 -2.961 -7.091
H 2.924 -0.781 -7.948
H 1.567 1.307 -7.668
H -0.623 1.209 -6.429
H 0.520 -1.535 -3.624
H 0.602 -1.345 -1.172
H -0.401 -2.686 0.146
H 0.909 -3.924 1.806
*
```

The calculation puts the LUMO energy at -4.51 eV. The orbital gap comes out at 6.182 eV. The energy comes out at -2246.77891 Ha.

Here are the Löwdin charges for atoms 1 to 6, given in e: number 1, C, carries 0.008; number 2, C, carries -0.323; number 3, N, carries 0.075; number 4, C, carries -0.188; number 5, C, carries -0.133; number 6, N, carries 0.026

Entry from the OMol25 dataset: C35H33GeIrN3O7S3 as an isolated structure in a non-equilibrium geometry (wB97M-V/def2-TZVPD).

Structure (ORCA input):
```
! RIJCOSX wB97M-V def2-TZVPD def2/J DEFGRID3
* xyz 0 2
Ir -0.806 -0.738 0.594
C 0.414 0.549 4.032
C -0.429 -0.658 3.910
N -0.675 -1.323 2.798
C -1.411 -2.422 3.121
C -1.609 -2.432 4.482
N -0.980 -1.306 4.949
C -2.281 -3.357 5.429
O -2.841 -4.428 4.920
O -2.272 -3.095 6.609
C -1.731 -3.422 2.046
O -2.221 -4.506 2.386
O -1.381 -3.091 0.885
H 0.650 0.922 3.039
H 1.339 0.304 4.555
H -0.122 1.323 4.576
H -0.993 -1.040 5.925
H -2.702 -4.536 3.919
C -0.007 -1.238 -1.343
Ge 1.307 -0.171 -2.270
C 2.848 -1.368 -2.780
C 3.116 -1.676 -4.106
C 4.093 -2.601 -4.433
C 4.821 -3.230 -3.437
C 4.565 -2.922 -2.111
C 3.584 -2.002 -1.787
C 0.644 0.733 -3.931
C 1.538 1.554 -4.608
C 1.146 2.250 -5.736
C -0.156 2.131 -6.198
C -1.059 1.327 -5.523
C -0.659 0.631 -4.394
C 1.857 1.296 -1.038
C 3.089 1.327 -0.404
C 3.353 2.276 0.568
C 2.391 3.217 0.893
C 1.176 3.224 0.229
C 0.911 2.262 -0.730
H -0.431 -2.073 -1.901
H 2.551 -1.194 -4.891
H 4.281 -2.844 -5.469
H 5.584 -3.955 -3.689
H 5.126 -3.413 -1.327
H 3.376 -1.774 -0.752
H 2.551 1.641 -4.233
H 1.853 2.883 -6.252
H -0.465 2.665 -7.084
H -2.077 1.241 -5.877
H -1.364 0.004 -3.865
H 3.844 0.603 -0.670
H 4.307 2.271 1.076
H 2.597 3.952 1.658
H 0.432 3.970 0.465
H -0.036 2.272 -1.253
C -5.054 6.166 -0.253
C -4.447 4.907 0.285
C -3.399 4.961 1.198
C -2.812 3.796 1.663
C -3.279 2.576 1.217
C -4.329 2.500 0.324
C -4.914 3.666 -0.137
S -2.453 1.098 1.776
O -2.705 0.932 3.185
O -2.933 -0.012 0.925
O -1.016 1.331 1.469
H -4.402 7.017 -0.079
H -6.013 6.369 0.224
H -5.231 6.072 -1.322
H -3.029 5.919 1.533
H -1.993 3.819 2.365
H -4.672 1.531 -0.003
H -5.731 3.616 -0.844
S 1.883 -1.066 1.254
C 1.835 -2.724 1.474
N 1.466 -3.585 0.532
C 1.584 -4.994 0.841
C 1.631 -5.113 2.362
S 2.323 -3.516 2.943
H 0.881 -3.235 -0.226
H 2.516 -5.372 0.398
H 0.743 -5.545 0.418
H 2.273 -5.916 2.712
H 0.637 -5.212 2.797
*
```

The calculation puts the LUMO energy (spin up / spin down) at -1.97 / -1.54 eV. The orbital gap (spin up / spin down) comes out at 6.219 / 7.428 eV. As for the expectation value of S²: 1.08. The energy comes out at -5420.24848 Ha.

Here are the Löwdin charges for atoms 1 to 6, given in e: number 1, Ir, carries 1.185; number 2, C, carries -0.008; number 3, C, carries -0.367; number 4, N, carries -0.003; number 5, C, carries -0.120; number 6, C, carries -0.061

Entry from the OMol25 dataset: C35H33InN6O3S as an isolated structure in a non-equilibrium geometry (wB97M-V/def2-TZVPD).

Structure (ORCA input):
```
! RIJCOSX wB97M-V def2-TZVPD def2/J DEFGRID3
* xyz -2 1
In 1.850 0.952 0.252
C 0.245 2.007 4.885
C 0.494 1.311 3.626
N 1.235 1.874 2.663
N 1.787 3.069 2.965
C 2.600 3.707 2.117
N 3.145 4.881 2.539
S 3.117 3.153 0.580
C -0.227 0.079 3.388
C -1.291 -0.327 4.235
C -1.917 -1.544 4.045
C -1.522 -2.329 2.964
C -0.491 -1.872 2.138
N 0.154 -0.727 2.372
H 1.069 2.732 5.021
H -0.702 2.609 4.869
H 0.195 1.304 5.715
H 2.715 5.334 3.338
H 3.379 5.456 1.744
H -1.597 0.302 5.062
H -2.720 -1.838 4.666
H -1.951 -3.306 2.766
H -0.162 -2.466 1.280
C 4.602 -1.543 2.760
C 3.618 -1.260 1.650
O 3.140 -0.049 1.662
C 3.374 -2.329 0.776
C 2.862 -2.202 -0.523
C 2.812 -3.426 -1.455
N 2.410 -1.024 -0.947
N 2.200 -0.947 -2.271
C 2.286 0.320 -2.683
O 2.346 1.344 -1.904
C 2.188 0.648 -4.150
C 2.027 -0.334 -5.121
C 1.817 0.003 -6.448
C 1.829 1.334 -6.835
C 2.030 2.336 -5.871
C 2.176 2.014 -4.566
H 4.956 -0.611 3.251
H 5.469 -2.080 2.389
H 4.114 -2.131 3.592
H 3.763 -3.297 1.082
H 2.677 -4.305 -0.847
H 3.817 -3.517 -1.985
H 2.014 -3.356 -2.184
H 2.078 -1.389 -4.798
H 1.652 -0.826 -7.160
H 1.682 1.646 -7.877
H 2.077 3.379 -6.181
H 2.184 2.768 -3.774
C -0.249 1.235 -0.225
C -1.346 0.695 -0.438
C -2.593 0.068 -0.625
C -2.595 -1.292 -1.176
C -1.698 -1.631 -2.221
C -1.597 -2.931 -2.690
C -2.350 -3.933 -2.132
C -3.355 -3.623 -1.193
C -3.443 -2.342 -0.710
C -3.811 0.682 -0.125
C -3.752 1.847 0.662
C -4.768 2.103 1.567
C -5.962 1.369 1.531
C -6.118 0.365 0.550
C -5.099 0.092 -0.331
H -1.050 -0.850 -2.648
H -0.822 -3.187 -3.450
H -2.174 -4.951 -2.446
H -4.004 -4.422 -0.834
H -4.183 -2.145 0.097
H -2.826 2.411 0.634
H -4.629 2.892 2.318
H -6.758 1.513 2.279
H -7.050 -0.174 0.558
H -5.250 -0.594 -1.162
O -0.159 4.130 -0.361
H 0.615 3.928 0.210
H -0.577 3.220 -0.449
*
```

The calculation puts the LUMO energy at 4.35 eV. The orbital gap comes out at 4.298 eV. The energy comes out at -2496.07826 Ha.

Here are the Löwdin charges for atoms 1 to 6, given in e: number 1, In, carries 0.631; number 2, C, carries -0.078; number 3, C, carries -0.270; number 4, N, carries 0.026; number 5, N, carries -0.040; number 6, C, carries -0.862